The following is a DFT calculation (wB97M-V/def2-TZVPD) of C5H8Br2O as an isolated structure at a distorted geometry.

Positions of all 16 atoms, in Å:
C  -0.769  0.900  -0.592
C  -0.756  -0.126  0.195
C  3.058  0.340  0.599
C  -1.364  2.288  -0.181
C  -0.295  -2.421  0.311
O  0.071  -1.164  -0.136
Br  3.915  1.393  -0.675
Br  3.190  -1.441  0.217
H  -0.091  0.841  -1.485
H  -1.625  -0.299  0.845
H  -1.333  3.033  -1.056
H  -0.708  2.765  0.504
H  -2.456  2.200  0.172
H  0.631  -3.074  -0.026
H  -1.204  -2.729  -0.050
H  -0.263  -2.505  1.359

Computed properties:
- Energy above the lowest of the compared OMol25 structures with the same formula, charge and spin: 108.8 kcal per mole
- Energy: -147441.820 eV
- Maximum force: 4.73 eV/Å
- E_LUMO: -1.02 eV
- Frontier orbital gap: 7.61 eV
- Multiplicity: 1

Results of the natural (NBO) charge analysis, in e, for atoms 1 through 5: -0.25, 0.10, -0.26, -0.64, -0.23

The following is a DFT calculation (wB97M-V/def2-TZVPD) of one molecule with the formula C5H8BrF at a distorted geometry.

Positions of all 15 atoms, in Å:
C  -0.321  -1.972  -0.208
C  -1.234  -1.393  0.797
C  1.751  2.038  -0.888
C  -2.265  -0.595  0.525
C  0.798  1.281  -0.069
F  1.080  1.605  1.306
Br  1.317  -0.870  -0.043
H  0.034  -3.058  0.148
H  -0.522  -1.918  -1.215
H  -1.013  -1.707  1.817
H  2.471  2.614  -0.259
H  2.302  1.608  -1.666
H  1.065  2.823  -1.277
H  -2.822  -0.180  1.376
H  -2.641  -0.276  -0.344

Computed properties:
- Energy above the lowest of the compared OMol25 structures with the same formula, charge and spin: 91.6 kcal per mole
- Energy: -78069.342 eV
- Maximum force: 4.56 eV/Å
- E_LUMO: 0.51 eV
- Frontier orbital gap: 7.97 eV
- Multiplicity: 1

Results of the natural (NBO) charge analysis, in e, for atoms 1 through 5: -0.40, -0.24, -0.78, -0.31, 0.16

The following is a DFT calculation (wB97M-V/def2-TZVPD) of one molecule with the formula C5H8Cl2 at a distorted geometry.

Positions of all 15 atoms, in Å:
C  -0.127  -0.033  1.147
C  -0.589  -0.473  -0.184
C  0.602  0.479  -0.035
C  -0.449  -1.936  -0.482
C  0.492  1.987  -0.427
Cl  -2.123  0.233  -0.540
Cl  2.153  -0.232  -0.519
H  -0.801  0.686  1.650
H  0.354  -0.591  1.934
H  -1.361  -2.416  -0.784
H  -0.293  -2.432  0.506
H  0.369  -2.292  -1.112
H  0.724  1.951  -1.450
H  1.159  2.408  0.285
H  -0.495  2.317  -0.034

Computed properties:
- Energy above the lowest of the compared OMol25 structures with the same formula, charge and spin: 36.2 kcal per mole
- Energy: -30358.311 eV
- Maximum force: 4.09 eV/Å
- E_LUMO: 0.86 eV
- SMILES: C[C@@]1(Cl)C[C@@]1(C)Cl
- Frontier orbital gap: 10.64 eV
- Multiplicity: 1

Results of the natural (NBO) charge analysis, in e, for atoms 1 through 5: -0.45, -0.09, -0.01, -0.63, -0.62